# C33H45NO22

A cluster of 7 separate species, C33H45NO22 in total in a non-equilibrium geometry (ωB97M-V with the def2-TZVPD basis set, OMol25).

Structure (SMILES) = C#CCCC[C@@H]1OC(=O)O[C@@H]1OC#N.C[C@@H]1COC(=O)O1.C[C@@H]1COC(=O)O1.C[C@@H]1COC(=O)O1.C[C@@H]1COC(=O)O1.C[C@@H]1COC(=O)O1.C[C@@H]1COC(=O)O1
LUMO energy = 0.33 eV
Orbital gap = 9.96 eV
HOMO level = -9.63 eV
Energy relative to the best compared isomer or geometry (same formula, charge and spin) = 0.0000 eV

Each line ends with the Löwdin charge.
Geometry (Å):
1 C 3.87432 0.47011 -1.26896  0.063
2 C 3.05591 1.06705 -1.93288  -0.120
3 C 2.13386 2.08931 -2.65403  -0.170
4 C 1.48764 3.06753 -1.58676  -0.200
5 C 0.24881 2.46099 -0.80176  -0.095
6 C -1.16496 2.94779 -1.33314  -0.151
7 O -2.02064 2.72632 -0.16719  0.038
8 C -3.31497 2.33698 -0.53394  -0.459
9 O -4.22635 2.19409 0.20883  0.181
10 O -3.25728 2.12538 -1.92472  0.037
11 C -1.89841 2.03189 -2.41133  -0.178
12 O -1.52152 0.63517 -2.44869  0.031
13 C -2.62173 -0.16823 -2.61964  -0.257
14 N -3.59078 -0.75471 -2.41182  0.196
15 H 4.44622 -0.33802 -0.76116  0.053
16 H 2.80795 2.73068 -3.30520  0.102
17 H 1.39950 1.58479 -3.33758  0.109
18 H 2.27441 3.32740 -0.82036  0.127
19 H 1.25955 4.04494 -2.13061  0.078
20 H 0.26083 1.33808 -0.70646  0.126
21 H 0.31932 2.85835 0.25765  0.128
22 H -1.24118 4.04411 -1.57363  0.144
23 H -2.00282 2.47745 -3.44423  0.187
24 C 6.95472 5.71553 -4.03024  -0.015
25 C 5.55318 5.19298 -4.24330  -0.338
26 C 4.76216 5.95540 -5.26845  -0.102
27 O 3.41892 5.72999 -4.83837  0.067
28 C 3.47106 5.52145 -3.49333  -0.527
29 O 2.51695 5.48129 -2.77682  0.145
30 O 4.75336 5.36765 -3.07116  0.097
31 H 7.41535 5.22780 -3.16871  0.086
32 H 7.57643 5.53779 -4.90939  0.093
33 H 6.94716 6.78760 -3.81718  0.090
34 H 5.58354 4.12261 -4.47210  0.164
35 H 4.91327 5.58013 -6.28045  0.142
36 H 4.95300 7.03250 -5.25416  0.140
37 C -4.08583 -1.38578 2.03831  -0.010
38 C -2.80072 -2.17575 1.94393  -0.337
39 C -2.62632 -2.90856 0.64513  -0.099
40 O -1.77858 -3.99421 1.02457  0.069
41 C -2.02208 -4.23688 2.34070  -0.536
42 O -1.62469 -5.19251 2.93608  0.135
43 O -2.78327 -3.25055 2.88852  0.082
44 H -4.22933 -1.01227 3.05435  0.090
45 H -4.07658 -0.53849 1.35007  0.081
46 H -4.95098 -2.01299 1.80978  0.092
47 H -1.94516 -1.52653 2.15874  0.161
48 H -2.15250 -2.29606 -0.12155  0.129
49 H -3.55802 -3.32085 0.24783  0.145
50 C 8.16032 2.31852 3.02156  -0.023
51 C 7.27960 2.61298 1.82896  -0.343
52 C 6.31578 1.51095 1.49123  -0.105
53 O 6.10735 1.71125 0.09425  0.026
54 C 7.23617 2.30330 -0.38770  -0.539
55 O 7.48114 2.44780 -1.54502  0.156
56 O 8.05008 2.70415 0.62935  0.086
57 H 8.93950 3.07754 3.11614  0.088
58 H 7.57642 2.29678 3.94338  0.091
59 H 8.67016 1.35884 2.90709  0.090
60 H 6.76438 3.56902 1.96997  0.161
61 H 5.37638 1.59250 2.03822  0.143
62 H 6.72934 0.50859 1.63824  0.141
63 C -3.53056 -6.64740 4.68028  -0.021
64 C -4.89619 -7.24177 4.42956  -0.335
65 C -5.69581 -6.51598 3.38677  -0.093
66 O -7.03763 -6.81257 3.77670  0.068
67 C -7.01537 -7.02570 5.12201  -0.548
68 O -7.98704 -7.11705 5.80685  0.154
69 O -5.73601 -7.11557 5.58120  0.085
70 H -3.06617 -7.11325 5.55281  0.090
71 H -2.87945 -6.78754 3.81938  0.066
72 H -3.59909 -5.57895 4.89584  0.090
73 H -4.80387 -8.30856 4.19727  0.154
74 H -5.49695 -6.87728 2.37740  0.121
75 H -5.56166 -5.43017 3.41060  0.141
76 C -3.07002 -11.08454 2.20178  -0.021
77 C -3.44527 -10.39306 0.91122  -0.342
78 C -2.29807 -9.70265 0.22898  -0.102
79 O -2.96090 -8.67475 -0.50634  0.069
80 C -4.10571 -8.38582 0.17132  -0.543
81 O -4.80795 -7.45101 -0.05726  0.159
82 O -4.33915 -9.30435 1.15081  0.076
83 H -3.96560 -11.42450 2.72600  0.089
84 H -2.42559 -11.94464 2.01196  0.091
85 H -2.55137 -10.40074 2.87847  0.088
86 H -3.94758 -11.09791 0.24026  0.161
87 H -1.74740 -10.36389 -0.43998  0.141
88 H -1.59661 -9.23199 0.92414  0.143
89 C -1.14705 9.66283 -0.85642  -0.020
90 C -0.62840 8.46009 -1.61048  -0.338
91 C -1.70169 7.63950 -2.26786  -0.096
92 O -1.09818 6.34697 -2.32229  0.061
93 C -0.21316 6.28558 -1.28704  -0.512
94 O 0.33020 5.28722 -0.92601  0.116
95 O -0.03756 7.50917 -0.72130  0.104
96 H -0.34578 10.12087 -0.27321  0.089
97 H -1.55429 10.40848 -1.54146  0.092
98 H -1.92681 9.37640 -0.14654  0.091
99 H 0.13862 8.76922 -2.32824  0.162
100 H -1.94901 7.99419 -3.26826  0.143
101 H -2.61934 7.56758 -1.67688  0.143

Cartesian forces, eV/Å:
C -0.299 -1.469 0.009
C -0.698 1.272 -0.615
C 1.374 -0.165 0.842
C 0.018 -0.407 -0.684
C 0.139 1.096 -0.055
C 0.494 -1.743 0.775
O -1.837 -0.268 -0.490
C 2.841 0.311 -0.602
O 0.321 0.076 -0.913
O -0.217 -0.107 0.837
C -1.860 2.139 0.368
O -1.807 -0.908 -0.623
C 2.037 1.822 1.539
N 0.139 -0.424 -0.702
H -0.664 1.477 -0.706
H -0.728 -0.862 0.644
H 0.585 0.368 0.813
H -0.750 -0.274 -0.975
H 0.096 -2.043 0.954
H 0.029 1.099 -0.355
H -0.290 -0.423 -1.276
H 0.270 -1.560 -0.215
H 0.711 -0.763 1.028
C 0.071 0.100 0.443
C 1.070 0.117 -0.103
C 0.001 -0.060 -0.550
O -0.073 -0.062 0.483
C -0.162 0.031 0.341
O 0.484 0.439 -0.510
O -0.750 0.037 -0.203
H -0.010 -0.124 -0.156
H -0.079 -0.050 0.025
H -0.096 -0.033 -0.106
H -0.089 0.048 -0.022
H -0.216 -0.015 0.061
H 0.124 -0.066 0.104
C -0.190 -0.111 0.321
C -0.771 0.808 -0.091
C 0.143 0.212 -0.562
O -0.055 -0.175 0.606
C 0.123 -0.277 0.075
O 0.047 0.409 -0.316
O 0.477 -0.565 -0.188
H 0.105 0.090 -0.094
H 0.050 -0.043 0.030
H 0.114 -0.018 -0.092
H 0.041 -0.099 -0.059
H 0.088 -0.192 0.023
H -0.037 0.120 0.108
C 0.395 0.036 -0.105
C 0.397 -0.080 0.939
C -0.560 -0.101 0.175
O 0.616 0.275 -0.105
C 0.051 0.014 -0.520
O -0.084 -0.004 0.370
O -0.401 -0.120 -0.470
H -0.144 0.035 0.058
H -0.022 0.037 -0.080
H -0.127 0.007 -0.042
H -0.081 -0.080 -0.068
H -0.042 0.003 -0.226
H 0.133 0.110 0.099
C -0.102 -0.104 0.453
C 1.032 0.280 0.051
C 0.032 -0.102 -0.685
O -0.027 -0.073 0.545
C -0.390 0.015 0.278
O 0.305 0.022 -0.229
O -0.671 -0.053 -0.219
H -0.013 -0.088 -0.109
H -0.104 -0.007 0.070
H -0.037 -0.047 -0.148
H -0.131 0.038 -0.088
H -0.227 -0.008 0.035
H 0.149 -0.056 0.139
C -0.246 0.152 0.314
C 0.314 -0.698 0.704
C 0.409 -0.170 -0.349
O -0.438 0.089 0.250
C -0.208 0.436 -0.135
O 0.220 -0.264 0.137
O 0.070 0.410 -0.458
H 0.053 -0.097 -0.121
H -0.054 0.044 -0.055
H 0.038 0.012 -0.132
H 0.053 0.088 -0.065
H -0.085 0.173 -0.111
H -0.105 -0.097 0.106
C 0.114 -0.021 0.394
C -0.276 0.943 0.258
C -0.302 0.092 -0.506
O 0.290 -0.137 0.348
C 0.495 -0.122 0.388
O -0.712 1.360 0.391
O -0.061 -0.608 -0.381
H -0.006 0.032 -0.158
H 0.058 -0.069 -0.019
H 0.001 -0.059 -0.117
H -0.056 -0.116 -0.043
H 0.076 -0.218 -0.008
H 0.095 0.130 0.083